(1)
# C4H13NO2

A cluster of 2 separate species, C4H13NO2 in total at a distorted geometry (the ωB97M-V functional and the def2-TZVPD basis, OMol25).

Gap between HOMO and LUMO ... 10.007 eV
Highest occupied orbital energy ... -9.056 eV

CARTESIAN COORDINATES (ANGSTROEM)
O: 2.696 2.706 0.496
O: -3.461 -5.153 -2.764
N: -1.040 -0.871 0.694
C: 2.110 1.602 1.246
C: 0.612 1.728 1.259
C: -0.072 1.277 -0.053
C: -0.077 -0.229 -0.206
H: 2.546 0.756 0.718
H: -4.292 -5.008 -3.200
H: 0.877 -0.752 -0.067
H: 0.225 1.144 2.099
H: 2.588 1.605 2.229
H: -1.227 -1.777 0.309
H: 2.688 3.504 1.017
H: 0.290 2.751 1.458
H: -1.086 1.678 -0.027
H: -1.889 -0.359 0.795
H: -0.242 -0.438 -1.280
H: 0.433 1.749 -0.897
H: -2.881 -5.564 -3.374

Cartesian forces, eV/Å:
O 0.0 -0.6 -0.3
O -0.3 0.6 1.4
N 1.1 -0.1 -0.1
C 1.4 1.5 -0.5
C -0.7 -0.6 0.0
C 0.9 0.2 1.0
C -0.4 -0.3 -1.0
H -0.6 -0.4 0.0
H -0.4 0.0 -0.4
H 0.2 0.6 0.4
H -0.1 -0.2 -0.1
H -0.4 -0.1 0.2
H -0.4 -0.5 0.2
H -0.1 0.3 0.4
H 0.4 0.2 0.1
H -0.2 -0.3 -0.2
H -0.6 0.3 -0.2
H -0.5 0.0 0.2
H 0.1 0.0 0.0
H 0.7 -0.6 -1.0

***

(2)
# C4H13NO2

A cluster of 2 separate species, C4H13NO2 in total (the ωB97M-V functional and the def2-TZVPD basis, OMol25).

Gap between HOMO and LUMO ... 10.737 eV
Highest occupied orbital energy ... -10.015 eV

CARTESIAN COORDINATES (ANGSTROEM)
O: 0.857 -0.872 -0.701
O: 3.327 0.699 -0.463
N: -2.025 -0.915 -0.938
C: -0.032 -0.802 0.431
C: -1.115 1.341 -0.402
C: -1.327 -0.084 0.066
C: 0.707 -0.173 1.590
H: 1.751 -0.499 1.596
H: 0.393 -1.401 -1.357
H: -2.892 -0.422 -1.162
H: 2.440 0.447 -0.753
H: 0.346 -0.536 2.548
H: 0.707 0.911 1.566
H: -0.739 1.948 0.435
H: 3.766 -0.141 -0.313
H: -1.524 -0.770 -1.816
H: -2.012 1.841 -0.775
H: -0.322 -1.828 0.678
H: -1.952 -0.093 0.960
H: -0.353 1.350 -1.190

Cartesian forces, eV/Å:
O -0.3 0.1 0.1
O 0.0 0.2 -0.1
N -0.1 0.7 -0.5
C 0.0 -0.2 0.1
C 0.6 0.5 0.3
C -0.4 -0.2 -0.2
C 0.7 -0.4 0.2
H -0.1 0.1 -0.3
H 0.2 -0.1 -0.1
H -0.1 -0.4 0.3
H 0.0 -0.1 0.1
H -0.5 0.2 0.1
H 0.0 0.1 0.0
H -0.1 0.0 -0.3
H 0.0 0.0 0.0
H 0.1 -0.2 0.0
H 0.0 -0.3 0.1
H 0.1 0.0 0.1
H 0.0 0.0 0.1
H -0.1 0.1 0.1

***

(3)
# C4H13NO2

A cluster of 2 separate species, C4H13NO2 in total at a distorted geometry (the ωB97M-V functional and the def2-TZVPD basis, OMol25).

Gap between HOMO and LUMO ... 10.417 eV
Highest occupied orbital energy ... -9.862 eV

CARTESIAN COORDINATES (ANGSTROEM)
O: 0.407 0.375 1.590
O: 4.980 -2.354 -1.067
N: -0.368 -1.436 -0.372
C: -0.473 0.946 -1.183
C: -1.669 1.584 1.517
C: -1.074 -0.103 -0.265
C: -0.975 0.246 1.247
H: -2.727 1.612 1.302
H: 5.082 -2.163 -2.009
H: -1.160 -2.074 -0.290
H: -1.198 1.663 -1.563
H: -1.443 -0.495 1.904
H: -1.391 1.942 2.513
H: -0.007 0.481 -2.053
H: -1.124 2.340 0.937
H: 0.786 -0.326 1.040
H: 4.232 -1.766 -0.878
H: 0.310 1.475 -0.640
H: -0.040 -1.669 -1.310
H: -2.148 -0.278 -0.421

Cartesian forces, eV/Å:
O -0.6 -0.1 -0.3
O -0.6 0.6 -0.5
N -1.0 0.1 -0.5
C 0.2 -0.1 0.0
C 1.9 0.6 0.1
C -0.1 -1.2 0.9
C -0.1 1.3 -0.3
H -0.2 -0.1 0.1
H 0.4 -0.3 0.0
H 0.5 -0.4 0.5
H -0.1 0.0 0.2
H 0.0 -0.4 -0.4
H -0.7 -0.4 0.3
H -0.1 -0.1 0.0
H -0.5 -0.1 -0.4
H 0.4 -0.2 0.3
H 0.2 -0.3 0.4
H 0.0 0.1 -0.1
H 0.0 0.6 0.1
H 0.1 0.3 -0.5

***

(4)
# C4H13NO2

A cluster of 3 separate species, C4H13NO2 in total at a distorted geometry (the ωB97M-V functional and the def2-TZVPD basis, OMol25).

Gap between HOMO and LUMO ... 8.966 eV
Highest occupied orbital energy ... -8.437 eV

CARTESIAN COORDINATES (ANGSTROEM)
O: 3.006 0.556 -3.247
O: 1.290 -1.844 -2.783
N: -0.032 0.001 -0.597
C: -1.563 1.174 2.607
C: -0.319 -1.352 1.409
C: -0.534 -0.251 0.683
C: -1.567 0.789 1.124
H: 0.462 -1.536 -2.359
H: -2.568 1.423 2.963
H: -1.660 1.681 0.489
H: -0.854 1.958 2.892
H: -0.647 -1.488 2.422
H: 0.949 -0.166 -0.739
H: -2.568 0.363 0.886
H: 0.272 -2.140 0.973
H: -1.298 0.282 3.186
H: 1.642 -1.127 -3.317
H: -0.455 0.727 -1.140
H: 3.800 0.055 -3.032
H: 2.643 0.896 -2.421

Cartesian forces, eV/Å:
O -0.1 0.0 -0.2
O -0.6 -0.3 0.5
N 0.3 -0.8 0.1
C -0.1 -0.7 0.3
C 0.8 0.2 -0.8
C -1.3 1.0 0.3
C -1.4 -0.1 -0.1
H 0.7 -0.1 -0.4
H 0.2 0.3 -0.2
H 0.9 0.0 0.1
H -0.1 -0.1 -0.3
H -0.2 0.1 0.1
H 0.0 -0.1 -0.2
H 0.5 -0.2 0.4
H 0.2 -0.2 0.0
H 0.1 0.2 0.0
H -0.1 0.3 0.0
H 0.1 0.3 0.1
H -0.1 0.1 0.2
H 0.3 -0.1 0.0

***

(5)
# C4H13NO2

A cluster of 3 separate species, C4H13NO2 in total (the ωB97M-V functional and the def2-TZVPD basis, OMol25).

Gap between HOMO and LUMO ... 9.449 eV
Highest occupied orbital energy ... -8.734 eV

CARTESIAN COORDINATES (ANGSTROEM)
O: 2.798 1.359 0.660
O: 1.927 -1.177 -1.121
N: -1.403 -0.912 -0.744
C: -0.815 1.149 0.208
C: -1.029 0.436 -1.118
C: -1.186 -1.166 0.692
C: -0.396 0.061 1.180
H: 2.415 2.235 0.794
H: -0.117 0.483 -1.731
H: -1.813 0.914 -1.702
H: 0.661 -0.149 1.104
H: -1.177 -1.701 -1.322
H: 0.971 -1.065 -1.018
H: 2.113 -2.021 -0.696
H: -0.653 0.289 2.207
H: -0.635 -2.093 0.844
H: -2.148 -1.227 1.204
H: -1.727 1.639 0.540
H: 2.295 0.995 -0.080
H: -0.083 1.952 0.101

Cartesian forces, eV/Å:
O -0.2 0.2 -0.1
O -0.3 0.1 0.0
N -0.2 -0.6 0.7
C 0.1 0.6 0.0
C 0.2 0.0 -0.4
C 0.0 0.5 -0.4
C -0.5 -0.5 0.0
H 0.1 -0.1 0.0
H 0.0 0.0 0.0
H -0.1 0.1 -0.1
H 0.4 0.1 0.1
H 0.1 0.2 -0.4
H 0.1 -0.1 0.0
H 0.1 0.1 0.0
H 0.2 0.1 0.2
H -0.1 -0.1 0.1
H 0.0 -0.1 0.1
H -0.2 -0.1 0.0
H 0.2 -0.2 0.0
H 0.1 -0.1 0.1

***

(6)
# C4H13NO2

A cluster of 3 separate species, C4H13NO2 in total at a distorted geometry (the ωB97M-V functional and the def2-TZVPD basis, OMol25).

Gap between HOMO and LUMO ... 8.714 eV
Highest occupied orbital energy ... -8.316 eV

CARTESIAN COORDINATES (ANGSTROEM)
O: -1.651 -0.150 -7.130
O: -2.867 -0.897 -1.273
N: 0.263 -0.051 0.154
C: 1.106 0.603 1.092
C: 1.829 -0.236 2.143
C: 0.817 -1.072 2.919
C: 0.760 1.873 1.424
H: -0.273 2.196 1.460
H: 0.242 -1.640 2.193
H: 0.764 -0.387 -0.656
H: 2.357 0.501 2.744
H: -2.485 0.212 -6.829
H: -2.799 -0.141 -1.867
H: -0.310 0.662 -0.283
H: -0.984 -0.128 -6.435
H: 1.466 2.460 1.996
H: 1.387 -1.835 3.457
H: -2.509 -0.652 -0.416
H: 0.303 -0.478 3.663
H: 2.584 -0.841 1.644

Cartesian forces, eV/Å:
O 0.3 -0.3 -0.5
O -0.2 -0.2 -0.3
N -0.2 -0.1 -0.3
C -1.9 0.9 0.9
C 1.0 0.9 -1.7
C 1.5 -0.6 -0.1
C 0.8 -0.6 0.7
H 0.1 0.5 -1.3
H -0.7 0.3 0.3
H 0.4 -0.6 0.2
H 0.1 -0.3 0.3
H 0.2 0.1 0.4
H 0.1 0.0 0.3
H -0.2 0.1 0.2
H -0.5 0.2 0.1
H -0.3 -0.2 0.6
H 0.0 0.1 0.2
H 0.1 0.2 -0.1
H -0.6 0.0 -0.3
H 0.1 -0.5 0.2

***

(7)
# C4H13NO2

A cluster of 2 separate species, C4H13NO2 in total at a distorted geometry (the ωB97M-V functional and the def2-TZVPD basis, OMol25).

Gap between HOMO and LUMO ... 10.227 eV
Highest occupied orbital energy ... -9.295 eV

CARTESIAN COORDINATES (ANGSTROEM)
O: -1.664 1.091 -3.544
O: -0.640 -0.133 -1.247
N: -0.322 -0.907 2.734
C: -0.726 0.265 1.943
C: 1.701 -0.661 -0.878
C: 0.321 -0.481 -0.242
C: 0.305 0.565 0.868
H: 0.352 -0.685 3.452
H: -1.649 -0.019 1.445
H: -1.513 0.177 -3.279
H: 0.044 1.551 0.439
H: -0.537 0.806 -1.444
H: 1.278 0.832 1.301
H: -0.023 -1.432 0.157
H: -1.130 -1.381 3.116
H: 2.498 -0.573 -0.131
H: 1.908 0.150 -1.577
H: -1.083 1.314 -4.273
H: 1.790 -1.619 -1.390
H: -0.909 1.141 2.552

Cartesian forces, eV/Å:
O -0.3 0.3 0.2
O -0.1 -0.2 0.2
N -0.1 0.1 -0.4
C 0.4 -0.8 0.0
C 0.2 0.2 0.4
C 0.5 0.3 -0.3
C -0.2 1.2 0.0
H -0.1 0.0 0.1
H -0.2 0.2 -0.1
H 0.2 0.0 -0.1
H -0.2 -0.3 -0.2
H -0.1 -0.1 -0.1
H 0.1 -0.8 0.1
H 0.0 -0.1 0.1
H 0.2 0.1 0.2
H -0.2 -0.3 0.0
H -0.2 0.0 -0.2
H 0.1 -0.3 0.0
H 0.0 0.1 -0.1
H -0.1 0.4 0.2

***

(8)
# C4H13NO2

A cluster of 2 separate species, C4H13NO2 in total at a distorted geometry (the ωB97M-V functional and the def2-TZVPD basis, OMol25).

Gap between HOMO and LUMO (spin up / spin down) ... 11.358 / 7.543 eV
Spin multiplicity ... 2
Net charge ... +1
Highest occupied orbital energy (spin up / spin down) ... -14.281 / -14.273 eV
⟨S²⟩ ... 0.7544

CARTESIAN COORDINATES (ANGSTROEM)
O: -2.198 -1.354 -0.600
O: -2.507 1.672 -0.918
N: 1.155 -0.146 0.124
C: -1.126 -1.007 0.214
C: 1.414 -0.161 1.523
C: 2.284 0.426 -0.655
C: -0.078 -0.329 -0.670
H: -0.660 -1.910 0.632
H: -3.053 -1.285 -0.157
H: -2.566 1.872 0.022
H: 0.518 -0.160 2.147
H: 2.000 0.361 -1.704
H: 3.139 -0.232 -0.540
H: -0.243 0.666 -1.098
H: 0.222 -1.069 -1.415
H: 2.001 -1.056 1.780
H: 2.423 1.454 -0.342
H: -1.379 -0.341 1.040
H: 2.034 0.673 1.859
H: -3.380 1.925 -1.242

Cartesian forces, eV/Å:
O -0.4 -0.2 -0.2
O -0.1 0.1 0.3
N 1.4 1.4 -1.2
C -0.1 0.4 -0.2
C -0.6 -0.5 1.3
C -1.3 -1.1 -0.5
C 0.9 -1.0 1.8
H 0.0 0.1 0.1
H 0.4 0.0 0.0
H 0.0 0.1 0.0
H 0.0 -0.2 -0.3
H 0.1 0.3 0.0
H 0.4 0.2 0.4
H -0.7 -0.3 -0.1
H -0.1 0.3 -0.5
H -0.1 -0.1 -0.2
H 0.3 0.1 0.1
H -0.3 0.0 0.1
H 0.0 0.2 -0.5
H 0.1 0.0 -0.2

***

(9)
# C4H13NO2

A cluster of 2 separate species, C4H13NO2 in total at a distorted geometry (the ωB97M-V functional and the def2-TZVPD basis, OMol25).

Gap between HOMO and LUMO (spin up / spin down) ... 11.622 / 6.616 eV
Spin multiplicity ... 2
Net charge ... +1
Highest occupied orbital energy (spin up / spin down) ... -14.854 / -14.859 eV
⟨S²⟩ ... 0.7545

CARTESIAN COORDINATES (ANGSTROEM)
O: -0.344 -0.306 -2.576
O: 1.933 1.996 0.281
N: -0.366 0.238 1.103
C: -0.816 0.016 -0.307
C: -1.780 -1.114 -0.321
C: 0.293 -0.217 -1.321
C: 0.937 -0.274 1.684
H: 1.379 0.466 2.311
H: -1.378 0.885 -0.563
H: -2.238 -1.323 -1.351
H: -1.121 0.089 1.763
H: -2.647 -0.939 0.403
H: 1.542 -0.677 0.844
H: 0.741 -1.178 2.352
H: -1.230 -1.964 -0.074
H: 0.957 0.644 -1.272
H: 0.987 -1.060 -1.120
H: 1.208 1.464 0.790
H: 1.890 2.932 0.547
H: 0.053 0.321 -3.174

Cartesian forces, eV/Å:
O -0.1 -0.5 0.5
O -1.9 -1.2 1.3
N 0.9 -2.5 -0.3
C 1.2 0.2 0.5
C -3.3 -0.2 -0.1
C 1.0 1.0 -0.1
C -1.4 -2.3 -1.0
H 0.6 0.6 0.3
H -0.3 1.2 -0.3
H 0.8 0.8 1.4
H -0.4 0.7 0.3
H 1.1 -0.4 -0.9
H 0.0 0.9 0.7
H -0.3 1.2 -0.7
H 0.6 -1.8 0.7
H 0.1 0.2 -0.2
H -0.9 -0.1 0.0
H 2.4 2.7 -1.6
H -0.2 -0.5 0.0
H 0.2 0.2 -0.3

***

(10)
# C4H13NO2S

A cluster of 2 separate species, C4H13NO2S in total at a distorted geometry (the ωB97M-V functional and the def2-TZVPD basis, OMol25).

Gap between HOMO and LUMO ... 9.850 eV
Highest occupied orbital energy ... -9.214 eV

CARTESIAN COORDINATES (ANGSTROEM)
S: 1.417 -1.516 2.397
O: -1.481 -0.849 -2.508
O: -1.619 -1.613 0.595
N: 0.516 0.708 -0.959
C: -1.159 -0.274 0.535
C: 0.182 2.122 -0.525
C: 1.357 -0.161 1.139
C: 0.253 -0.297 0.061
H: 1.353 0.811 1.709
H: 0.552 -1.351 -0.530
H: -1.313 -1.837 1.533
H: 2.412 -0.106 0.736
H: -0.831 2.087 -0.049
H: -0.762 -0.274 -2.412
H: -1.450 -1.338 -1.739
H: -1.320 0.286 1.476
H: -1.889 0.291 -0.130
H: 0.175 2.671 -1.501
H: 1.473 0.633 -1.292
H: 1.030 2.582 -0.005
H: 1.104 -2.574 1.467

Cartesian forces, eV/Å:
S -0.9 -1.1 -1.6
O -1.8 0.1 -2.8
O 0.4 -0.2 3.0
N -0.8 1.1 0.1
C -2.0 0.9 -0.6
C 0.5 -1.0 -2.1
C 1.4 0.4 0.9
C 3.6 -1.4 -1.8
H -0.7 -0.9 -0.3
H -1.3 2.4 1.7
H -0.8 -0.4 -1.9
H -1.3 -0.4 -0.3
H 1.3 0.6 -0.3
H 1.8 1.8 0.2
H -0.2 -1.9 2.5
H 0.5 -0.6 0.1
H 1.3 -0.8 0.1
H -0.6 -0.1 0.9
H -0.2 0.2 0.2
H -0.6 0.0 0.8
H 0.6 1.5 1.3

***

(11)
# C4H13NO2S

A cluster of 2 separate species, C4H13NO2S in total at a distorted geometry (the ωB97M-V functional and the def2-TZVPD basis, OMol25).

Gap between HOMO and LUMO (spin up / spin down) ... 11.115 / 5.437 eV
Spin multiplicity ... 2
Net charge ... +1
Highest occupied orbital energy (spin up / spin down) ... -14.079 / -13.673 eV
⟨S²⟩ ... 0.7575

CARTESIAN COORDINATES (ANGSTROEM)
S: 2.098 -1.956 -0.367
O: -1.430 0.366 2.131
O: -2.968 -0.224 0.137
N: 0.484 0.171 0.864
C: 0.126 0.768 -0.517
C: 0.088 -0.232 -1.718
C: -0.122 0.912 2.048
C: 1.485 -0.824 -1.718
H: -0.698 -0.996 -1.697
H: -2.794 -1.136 0.408
H: 0.783 1.687 -0.908
H: -0.824 1.288 -0.563
H: -2.053 0.199 0.005
H: 1.708 -1.636 -2.494
H: 0.410 -0.844 0.902
H: -1.858 0.764 2.938
H: -0.162 2.067 1.865
H: -0.110 0.300 -2.689
H: 2.256 0.008 -1.985
H: 3.076 -1.275 0.314
H: 0.506 0.592 3.042

Cartesian forces, eV/Å:
S -0.3 1.2 0.6
O 0.6 1.1 1.3
O 1.8 0.7 -1.0
N -1.8 2.3 -1.8
C 1.1 0.6 -1.3
C 0.4 0.1 1.0
C 1.2 -0.4 1.4
C 3.3 -0.9 -2.5
H 0.1 0.1 0.5
H 0.0 0.2 0.0
H -0.6 -2.0 1.6
H -0.6 0.1 1.0
H -2.6 -1.3 0.6
H -1.0 1.4 0.3
H -0.4 0.3 0.2
H 0.4 -0.7 -1.1
H 0.5 -2.2 0.2
H 0.5 -0.2 1.0
H -1.2 -1.5 0.9
H -0.5 0.0 -0.6
H -1.2 1.1 -2.5

***

(12)
# C4H13NO3

A cluster of 3 separate species, C4H13NO3 in total at a distorted geometry (the ωB97M-V functional and the def2-TZVPD basis, OMol25).

Gap between HOMO and LUMO (spin up / spin down) ... 2.400 / 10.046 eV
Spin multiplicity ... 2
Net charge ... -1
Highest occupied orbital energy (spin up / spin down) ... 0.831 / -6.887 eV
⟨S²⟩ ... 0.7503

CARTESIAN COORDINATES (ANGSTROEM)
O: -3.904 -1.687 0.666
O: -1.103 -1.781 1.347
O: 3.928 1.580 -1.616
N: 1.049 -1.119 1.368
C: 0.614 0.390 -1.034
C: -0.553 0.016 -0.146
C: -0.221 -1.042 0.901
C: -1.282 1.184 0.502
H: 4.511 0.911 -2.021
H: 3.786 2.227 -2.339
H: 1.109 -0.410 -1.586
H: -0.609 1.817 1.094
H: -1.319 -0.543 -0.700
H: 1.742 -0.519 0.958
H: -2.082 0.787 1.138
H: 1.192 -1.575 2.253
H: 1.395 0.818 -0.404
H: -3.742 -2.582 0.330
H: -1.780 1.846 -0.208
H: 0.388 1.203 -1.711
H: -3.117 -1.520 1.209

Cartesian forces, eV/Å:
O -0.1 -0.4 0.0
O 0.2 0.3 0.1
O -0.2 0.1 0.0
N -0.6 0.3 -0.4
C 0.6 0.6 0.6
C -0.5 -1.2 -0.7
C -0.1 -0.1 0.7
C -0.1 0.3 0.5
H 0.0 0.0 0.0
H 0.0 -0.2 0.1
H -0.3 -0.2 0.0
H -0.1 -0.2 0.0
H 0.1 0.3 -0.3
H 0.3 0.0 0.2
H 0.2 0.1 0.1
H 0.2 -0.1 -0.2
H 0.3 0.1 -0.1
H 0.0 0.4 0.1
H 0.2 -0.2 -0.3
H -0.3 0.0 -0.3
H 0.2 -0.1 -0.3